The following is a quantum chemistry calculation of a structure of composition C31H37F3N9O2STi, from the OMol25 dataset.

net charge = -1
gap between HOMO and LUMO = 0.2450 Eh
total energy = -3394.21870 hartree
spin multiplicity = 1
E_HOMO = -4.325 eV
ΔE to the lowest compared entry with this formula, charge and spin = 86.03 kJ/mol

```
84
C31H37F3N9O2STi | the OMol25 dataset | the ωB97M-V functional and the def2-TZVPD basis
Ti -0.33842 -0.67201 0.51048
N -3.54034 -3.63828 0.21210
C -2.56394 -2.76070 0.85121
N -2.12438 -1.73720 -0.03501
C -2.92492 -1.18862 -0.91322
N -2.57884 -0.16179 -1.67364
N -1.27308 0.22362 -1.44121
C -0.87489 1.16661 -2.21136
C 0.47441 1.74151 -2.27901
C 0.58722 3.05918 -2.71486
C 1.83440 3.65073 -2.74674
C 2.93542 2.89619 -2.37948
C 2.73100 1.57963 -2.00499
N 1.53675 0.99812 -1.95459
C -4.28770 -1.73931 -1.08546
C -5.27833 -1.09485 -1.81187
C -6.53407 -1.66464 -1.95637
C -6.79531 -2.89559 -1.36770
C -5.81772 -3.55006 -0.63747
C -4.55566 -2.97805 -0.48589
H -3.91056 -4.31423 0.86900
H -2.97720 -2.31614 1.77180
H -1.61966 1.63150 -2.85682
H -0.30330 3.61988 -2.96318
H 1.94309 4.68836 -3.03274
H 3.93141 3.31583 -2.36367
H 3.57830 0.96699 -1.71146
H -5.03435 -0.14056 -2.25865
H -7.30381 -1.15506 -2.52088
H -7.77322 -3.34988 -1.47196
H -6.02513 -4.50979 -0.17706
N 0.84215 -1.97723 -1.08642
C 2.02482 -2.75458 -0.70930
C 3.17940 -1.89339 -0.21978
C 2.93864 -1.18564 1.10609
N 1.86923 -0.18457 1.01432
H 0.08437 -2.61789 -1.31039
H 1.04028 -1.37293 -1.87866
H 2.37721 -3.37114 -1.54573
H 1.72274 -3.42826 0.09313
H 3.45895 -1.16753 -0.99135
H 4.04222 -2.55239 -0.08658
H 3.87305 -0.71376 1.42918
H 2.67141 -1.92762 1.86143
H 2.00873 0.37817 0.17629
H 1.92027 0.51581 1.74842
F 3.86782 3.63891 0.50468
C 2.83962 3.72264 1.39618
F 3.03977 4.84723 2.10155
F 3.02468 2.69351 2.26136
C 1.45746 3.67121 0.64996
O 1.03373 4.76832 0.28451
O 1.02484 2.51184 0.50763
N -0.78639 -4.22983 0.10296
C -1.26897 -3.48329 1.25457
N -0.33789 -2.45525 1.69552
C 0.03487 -2.60148 3.00723
C 0.87418 -1.74061 3.72227
C 1.17456 -1.98499 5.05556
C 0.65527 -3.08418 5.72437
C -0.20173 -3.94423 5.04034
C -0.50299 -3.69188 3.71893
S -1.59479 -4.62018 2.69978
H -1.57618 -4.66909 -0.36139
H -0.15195 -4.95550 0.41296
H 1.24610 -0.85135 3.24038
H 1.81549 -1.28760 5.58215
H 0.89185 -3.26290 6.76484
H -0.64473 -4.79623 5.54224
C -2.35036 0.06355 3.81886
C -1.65811 1.10034 2.92804
C -0.49922 1.75267 3.69912
C -2.66790 2.19755 2.56615
C -1.12253 0.45994 1.67326
H -2.67875 0.52119 4.75755
H -1.67857 -0.76230 4.05629
H -3.22954 -0.34411 3.31276
H -0.87508 2.26648 4.59055
H 0.01561 2.47750 3.06701
H 0.22308 1.00172 4.02043
H -3.08648 2.65560 3.46790
H -3.48998 1.78114 1.97828
H -2.18536 2.97793 1.97337
H -1.12978 1.18964 0.82557
```

Here are the Mulliken charges for atoms 1 to 6, given in e: -0.909 -0.014 -1.151 0.526 0.325 -1.235